[1]
Entry from OMol25: C2H2FLi2OPt as an isolated structure at a distorted geometry (wB97M-V/def2-TZVPD).

Lowest unoccupied orbital energy (spin up / spin down), eV: -5.61 / -7.66
HOMO (spin up / spin down), eV: -13.837 / -13.769
<S²>: 2.02
Orbital gap (spin up / spin down), eV: 8.226 / 6.112
Net charge: +1
Multiplicity: 3

Last column: Löwdin spin population.
Geometry (Å):
C1 0.447 -0.392 0.976  0.1695
C2 -0.544 -1.184 0.540  0.2720
O1 0.827 0.694 0.182  0.5130
H1 1.021 -0.461 1.913  0.0193
F1 -1.180 0.834 -3.042  -0.0001
H2 -0.767 -1.992 1.252  0.0144
Li1 -0.210 -0.205 -2.060  0.0082
Pt1 1.892 1.833 0.321  0.9927
Li2 -1.486 0.873 -0.083  0.0108

=====

[2]
Entry from OMol25: a 2-piece molecular cluster, C6H13NO overall at a distorted geometry (wB97M-V/def2-TZVPD).

Lowest unoccupied orbital energy, eV: 0.94
HOMO, eV: -7.974
Orbital gap, eV: 8.917
Relative energy (zero: lowest compared OMol25 entry of this formula, charge and spin), kJ/mol: 314.53

Last column: natural (NBO) charge in e.
Geometry (Å):
C1 -0.526 0.658 0.389  0.3478
C2 1.452 -1.395 -1.173  -0.2918
C3 -0.934 2.110 0.675  -0.6198
C4 1.368 -1.093 -2.507  -0.5603
N1 0.780 0.581 -0.287  -0.8244
C5 -0.424 -0.110 1.690  -0.2066
C6 -1.288 -1.030 2.080  -0.3871
O1 -1.497 0.132 -0.478  -0.7134
H1 -1.171 -0.714 -0.811  0.4767
H2 1.506 1.042 0.252  0.3706
H3 2.402 -1.387 -0.657  0.1913
H4 0.720 -2.048 -0.713  0.1826
H5 0.422 0.161 2.310  0.1977
H6 -1.927 2.117 1.120  0.2202
H7 -0.965 2.671 -0.257  0.2176
H8 -0.237 2.580 1.368  0.2053
H9 2.249 -0.761 -3.039  0.1926
H10 0.758 0.912 -1.293  0.4008
H11 0.566 -1.503 -3.105  0.1932
H12 -2.108 -1.331 1.445  0.2057
H13 -1.147 -1.592 2.990  0.2012

=====

[3]
Entry from OMol25: an isolated ion of composition C5H11N2O and charge +1 at a distorted geometry (wB97M-V/def2-TZVPD).

Lowest unoccupied orbital energy, eV: -3.37
HOMO, eV: -14.730
Orbital gap, eV: 11.364
Net charge: +1
Relative energy (zero: lowest compared OMol25 entry of this formula, charge and spin), kJ/mol: 311.97

Last column: natural (NBO) charge in e.
Geometry (Å):
C1 0.672 0.664 0.339  0.2741
C2 0.211 -0.415 -0.594  -0.1192
C3 -1.299 -0.189 1.362  0.3851
C4 2.053 1.157 0.198  -0.6806
C5 -0.386 0.067 -1.927  -0.6109
N1 0.052 0.830 1.410  -0.3457
N2 -1.045 -0.974 0.062  -0.5573
O1 -1.406 -1.043 2.351  -0.6930
H1 0.958 -1.074 -0.925  0.2581
H2 -2.248 0.270 1.281  0.1928
H3 2.425 1.997 0.794  0.2760
H4 2.217 1.338 -0.848  0.2299
H5 2.744 0.455 0.571  0.2576
H6 -1.159 0.709 -1.699  0.2066
H7 -0.612 -0.617 -2.628  0.2362
H8 0.365 0.802 -2.483  0.2483
H9 -1.914 -0.758 -0.511  0.4564
H10 -0.910 -1.963 0.296  0.4607
H11 -0.721 -1.257 2.951  0.5248

=====

[4]
Entry from OMol25: a 3-piece molecular cluster, C21H52NP2 overall (wB97M-V/def2-TZVPD).

Lowest unoccupied orbital energy, eV: -2.94
HOMO, eV: -12.312
Orbital gap, eV: 9.370
Net charge: +1

Last column: Löwdin charge in e.
Geometry (Å):
C1 1.614 5.547 -0.047  -0.0900
C2 2.068 6.145 -1.386  -0.2342
C3 1.941 5.182 -2.565  -0.2146
C4 3.048 4.139 -2.804  -0.4973
C5 4.437 4.726 -3.117  -0.0807
P1 3.193 2.758 -1.616  0.9896
P2 1.154 1.915 -1.264  0.6027
N1 0.227 2.006 -2.485  -0.2672
C6 4.352 2.894 -0.192  -0.4858
C7 4.616 4.339 0.268  -0.0764
C8 3.928 1.978 0.968  -0.2658
C9 3.944 0.473 0.656  -0.1018
H1 0.601 5.862 0.205  0.0881
H2 2.255 5.842 0.784  0.0721
H3 1.592 4.450 -0.069  0.0125
H4 1.453 7.012 -1.632  0.1165
H5 3.086 6.539 -1.312  0.0930
H6 1.895 5.746 -3.502  0.1283
H7 0.981 4.662 -2.486  0.0967
H8 2.728 3.566 -3.685  0.1097
H9 4.479 5.023 -4.164  0.0953
H10 4.640 5.607 -2.509  0.0741
H11 5.257 4.023 -2.948  0.0811
H12 3.708 1.722 -2.404  0.0487
H13 1.514 0.641 -0.796  -0.0223
H14 0.742 2.511 -0.058  -0.0030
H15 0.491 2.437 -3.355  -0.0111
H16 5.270 2.479 -0.624  0.1187
H17 5.683 4.488 0.427  0.0989
H18 4.100 4.529 1.210  0.0836
H19 4.278 5.093 -0.442  0.0363
H20 2.946 2.298 1.334  0.1037
H21 4.621 2.196 1.783  0.1218
H22 4.112 0.267 -0.407  0.0615
H23 3.016 -0.030 0.931  0.0652
H24 4.746 -0.039 1.186  0.0837
C10 -1.746 -5.037 -1.123  -0.1068
C11 -2.393 -3.734 -1.574  -0.2607
C12 -1.462 -2.819 -2.368  -0.2176
C13 -0.207 -2.389 -1.603  -0.2238
C14 -0.481 -1.758 -0.237  -0.2656
C15 -1.354 -0.511 -0.310  -0.1149
H25 -0.874 -4.858 -0.491  0.0612
H26 -2.446 -5.638 -0.540  0.0711
H27 -1.423 -5.640 -1.974  0.0775
H28 -2.761 -3.195 -0.696  0.0759
H29 -3.277 -3.953 -2.177  0.1109
H30 -2.019 -1.933 -2.683  0.1047
H31 -1.152 -3.323 -3.289  0.1118
H32 0.347 -1.675 -2.224  0.0998
H33 0.454 -3.249 -1.466  0.1039
H34 0.479 -1.511 0.232  0.0889
H35 -0.946 -2.490 0.429  0.0824
H36 -0.911 0.218 -0.996  0.0137
H37 -1.476 -0.050 0.673  0.0723
H38 -2.350 -0.725 -0.696  0.0754
C16 -6.301 -4.585 2.378  -0.1087
C17 -5.574 -3.977 3.572  -0.2672
C18 -4.752 -2.737 3.220  -0.2247
C19 -3.661 -2.974 2.174  -0.2321
C20 -2.660 -4.074 2.529  -0.2668
C21 -1.890 -3.803 3.816  -0.1033
H39 -5.604 -4.934 1.615  0.0623
H40 -6.910 -5.438 2.678  0.0713
H41 -6.962 -3.852 1.910  0.0765
H42 -4.928 -4.732 4.029  0.0988
H43 -6.301 -3.704 4.340  0.1059
H44 -4.306 -2.333 4.133  0.1019
H45 -5.427 -1.960 2.845  0.1104
H46 -3.116 -2.035 2.020  0.1004
H47 -4.126 -3.214 1.215  0.0923
H48 -1.954 -4.182 1.701  0.0760
H49 -3.177 -5.034 2.606  0.1040
H50 -1.352 -2.852 3.755  0.0726
H51 -1.159 -4.587 4.015  0.0715
H52 -2.554 -3.748 4.680  0.0673